Below is an isolated molecule of C15H18F3NO5, with properties calculated with ωB97M-V/def2-TZVPD.

- LUMO level: 0.025 hartree
- Structure (SMILES): CCOC(=O)[C@H]1[C@H](c2ccc(OC)cc2)N(C)O[C@@]1(O)C(F)(F)F
- Highest occupied orbital energy: -8.7 eV
- DFT total energy: -35726.0014 eV
- ΔE to the lowest compared entry with this formula, charge and spin: 2.497 eV

Each atom is followed by the atoms it is bonded to, with distances in Å.
CARTESIAN COORDINATES (ANGSTROEM)
1 C -3.794 -3.178 0.478  C2 1.521, H40 1.088, H41 1.086, H42 1.087
2 C -4.037 -1.737 0.055  C1 1.521, H3 1.093, H4 1.091, O5 1.433
3 H -4.654 -1.218 0.793  C2 1.093
4 H -4.510 -1.683 -0.928  C2 1.091
5 O -2.805 -1.021 -0.093  C2 1.433, C6 1.330
6 C -2.270 -0.510 1.012  O5 1.330, O7 1.200, C8 1.521
7 O -2.711 -0.649 2.119  C6 1.200
8 C -1.010 0.288 0.712  C6 1.521, H9 1.092, C10 1.546, C17 1.552
9 H -0.463 0.419 1.648  C8 1.092
10 C -0.141 -0.311 -0.417  C8 1.546, N11 1.467, C24 1.514, H39 1.096
11 N -0.476 0.433 -1.636  C10 1.467, C12 1.444, O16 1.458
12 C -1.074 -0.348 -2.693  N11 1.444, H13 1.088, H14 1.094, H15 1.087
13 H -0.311 -1.033 -3.058  C12 1.088
14 H -1.958 -0.904 -2.367  C12 1.094
15 H -1.350 0.339 -3.490  C12 1.087
16 O -1.424 1.476 -1.262  N11 1.458, C17 1.384
17 C -1.317 1.682 0.103  C8 1.552, O16 1.384, O18 1.390, C20 1.541
18 O -0.341 2.610 0.444  C17 1.390, H19 0.969
19 H 0.491 2.379 0.002  O18 0.969
20 C -2.638 2.314 0.585  C17 1.541, F21 1.339, F22 1.333, F23 1.331
21 F -3.710 1.592 0.236  C20 1.339
22 F -2.665 2.435 1.912  C20 1.333
23 F -2.813 3.529 0.071  C20 1.331
24 C 1.329 -0.160 -0.091  C10 1.514, C25 1.386, C29 1.392
25 C 2.139 0.742 -0.762  C24 1.386, C26 1.386, H38 1.080
26 C 3.475 0.891 -0.427  C25 1.386, C27 1.390, H37 1.078
27 C 4.024 0.129 0.598  C26 1.390, C28 1.398, O32 1.357
28 C 3.210 -0.785 1.273  C27 1.398, C29 1.376, H31 1.078
29 C 1.884 -0.925 0.931  C24 1.392, C28 1.376, H30 1.080
30 H 1.268 -1.636 1.463  C29 1.080
31 H 3.648 -1.374 2.062  C28 1.078
32 O 5.315 0.191 1.013  C27 1.357, C33 1.408
33 C 6.187 1.095 0.377  O32 1.408, H34 1.095, H35 1.094, H36 1.089
34 H 6.296 0.867 -0.688  C33 1.095
35 H 5.850 2.130 0.497  C33 1.094
36 H 7.149 0.972 0.872  C33 1.089
37 H 4.073 1.602 -0.974  C26 1.078
38 H 1.727 1.319 -1.577  C25 1.080
39 H -0.379 -1.374 -0.544  C10 1.096
40 H -3.144 -3.680 -0.235  C1 1.088
41 H -4.742 -3.705 0.525  C1 1.086
42 H -3.330 -3.203 1.461  C1 1.087

***

Below is an isolated molecule of C6H10O, with properties calculated with ωB97M-V/def2-TZVPD.

- LUMO level: 0.039 hartree
- Structure (SMILES): C[C@H]1C[C@H]1CC=O
- Highest occupied orbital energy: -9.8 eV
- DFT total energy: -8430.1471 eV
- ΔE to the lowest compared entry with this formula, charge and spin: 1.093 eV

Each atom is followed by the atoms it is bonded to, with distances in Å.
CARTESIAN COORDINATES (ANGSTROEM)
1 C -2.375 -0.089 0.078  C2 1.506, H8 1.097, H9 1.094, H10 1.096
2 C -1.122 0.695 -0.210  C1 1.506, C3 1.500, C4 1.507, H11 1.089
3 C -0.057 1.075 0.776  C2 1.500, C4 1.509, H12 1.085, H13 1.092
4 C 0.294 0.221 -0.418  C2 1.507, C3 1.509, C5 1.510, H14 1.084
5 C 1.090 -1.039 -0.171  C4 1.510, C6 1.526, H15 1.101, H16 1.099
6 C 2.558 -0.628 -0.238  C5 1.526, O7 1.208, H17 1.109
7 O 2.938 0.492 -0.483  C6 1.208
8 H -3.203 0.609 0.246  C1 1.097
9 H -2.298 -0.740 0.953  C1 1.094
10 H -2.634 -0.702 -0.793  C1 1.096
11 H -1.313 1.501 -0.915  C2 1.089
12 H 0.326 2.086 0.857  C3 1.085
13 H -0.099 0.547 1.731  C3 1.092
14 H 0.724 0.736 -1.269  C4 1.084
15 H 0.950 -1.851 -0.901  C5 1.101
16 H 0.917 -1.482 0.819  C5 1.099
17 H 3.304 -1.429 -0.061  C6 1.109

***

Q: Which formula does entry 1 have?
A: C15H18F3NO5

***

Q: Which formula does entry 2 have?
A: C6H10O

***

Q: LUMO level of number 1 (C15H18F3NO5)?
A: 0.025 hartree